(1)
Below is a cluster of 4 separate species, C24H57F3O15P3S in total, with properties calculated with the ωB97M-V functional and the def2-TZVPD basis.

Geometry as ORCA input:
```
! RIJCOSX wB97M-V def2-TZVPD def2/J DEFGRID3
* xyz 1 1
C 0.4143 -1.5427 0.8606
O -0.6096 -1.6606 -0.1373
C -1.0837 -2.9292 -0.2820
S -2.0803 -3.5159 1.1568
O -1.0349 -4.3151 2.1268
C -3.3388 -4.7236 0.6028
C -4.6557 -4.4337 1.4029
O -5.5582 -3.7600 0.5526
C -5.7585 -2.4020 0.9122
C -7.1744 -1.9774 0.3961
F -7.8909 -3.0601 0.0736
F -7.0840 -1.2039 -0.6819
F -7.8544 -1.3681 1.3729
H 0.5096 -0.4788 1.1231
H 0.1886 -2.0700 1.8028
H 1.4099 -1.8609 0.5030
H -0.3112 -3.6980 -0.4896
H -1.7590 -2.9350 -1.1604
H -0.6813 -5.0809 1.6343
H -3.4824 -4.5702 -0.4774
H -2.9655 -5.7418 0.7969
H -4.3627 -3.8327 2.2857
H -5.1378 -5.3445 1.7852
H -5.7776 -2.2698 2.0041
H -5.0450 -1.7082 0.4286
O -1.3258 -0.6402 -3.5842
P -1.3590 0.8719 -3.5253
O -2.9177 0.9975 -2.9644
C -3.1518 0.7492 -1.5831
C -2.5442 1.8149 -0.6871
O -1.5683 1.1041 -5.1400
C -1.2739 0.0904 -6.1025
C -2.4888 -0.7738 -6.3796
O -1.1855 2.5186 -3.3216
C -1.7074 3.5020 -4.2314
C -3.2004 3.4604 -4.4786
H -2.7633 -0.2422 -1.3175
H -4.2343 0.7297 -1.4445
H -1.4515 1.8017 -0.7434
H -2.8304 1.6539 0.3541
H -2.8689 2.8085 -0.9940
H -0.4171 -0.5053 -5.7882
H -0.9763 0.5981 -7.0218
H -2.9697 -1.1172 -5.4629
H -2.2145 -1.6478 -6.9730
H -3.2422 -0.2067 -6.9293
H -1.1504 3.4652 -5.1679
H -1.4665 4.4678 -3.7789
H -3.5169 2.5416 -4.9687
H -3.4892 4.2898 -5.1267
H -3.7538 3.5351 -3.5425
O 4.2909 1.7870 -5.5660
P 4.2036 3.0080 -4.6933
O 5.3762 2.6723 -3.5863
C 6.7398 2.8388 -3.9859
C 7.1044 4.2953 -4.2118
O 2.8245 2.5829 -3.8917
C 1.9876 1.5273 -4.3425
C 2.3936 0.2010 -3.7266
O 4.0296 4.5720 -4.1688
C 3.2829 4.9470 -3.0038
C 3.7201 4.3124 -1.7002
H 6.9312 2.2498 -4.8877
H 7.3558 2.4281 -3.1859
H 6.5598 4.7108 -5.0644
H 8.1716 4.3987 -4.4107
H 6.8458 4.8985 -3.3412
H 1.9741 1.4788 -5.4310
H 0.9680 1.7735 -4.0308
H 3.4656 0.0205 -3.8065
H 1.8675 -0.6272 -4.2073
H 2.1562 0.1876 -2.6590
H 2.2190 4.7894 -3.1836
H 3.4131 6.0287 -2.9134
H 3.5816 3.2325 -1.6954
H 3.1306 4.7195 -0.8762
H 4.7757 4.5041 -1.5072
O 1.0696 -0.5092 4.6922
P 1.7229 -1.2019 5.8615
O 0.5336 -2.2755 6.2645
C 0.3707 -3.4146 5.4300
C 1.5411 -4.3791 5.5254
O 1.5114 -0.0016 6.9616
C 1.1399 1.3251 6.5828
C -0.3673 1.4899 6.5662
O 2.8331 -1.9283 6.8521
C 2.8910 -1.7268 8.2748
C 1.6337 -2.0650 9.0467
H 0.2231 -3.0873 4.3940
H -0.5417 -3.9192 5.7511
H 2.4569 -3.9288 5.1324
H 1.3407 -5.2883 4.9550
H 1.7363 -4.6481 6.5629
H 1.5862 1.5943 5.6265
H 1.5680 2.0015 7.3247
H -0.8648 0.6857 6.0227
H -0.6476 2.4400 6.1081
H -0.7644 1.4671 7.5827
H 3.2251 -0.7117 8.4874
H 3.6910 -2.3835 8.6260
H 0.7961 -1.4222 8.7820
H 1.8132 -1.9400 10.1158
H 1.3246 -3.0936 8.8589
*
```

Calculated values
HOMO level in Eh: -0.42388
HOMO-LUMO gap in eV: 7.66
Energy in eV: -103370.0033

Atomic partial charges in e from the Mulliken method, atoms 1 to 6:
1 C -0.549
2 O -0.081
3 C -0.584
4 S 0.260
5 O -0.338
6 C -0.562

---

(2)
Below is a cluster of 8 separate species, C24H58BBr2O32P6 in total, with properties calculated with the ωB97M-V functional and the def2-TZVPD basis.

Geometry as ORCA input:
```
! RIJCOSX wB97M-V def2-TZVPD def2/J DEFGRID3
* xyz -2 2
O 4.5181 2.7452 1.6829
C 3.4539 2.3130 1.1971
O 3.0043 1.0314 1.0215
B 1.7110 0.9369 0.4594
O 1.1710 2.3198 0.5686
C 2.2087 3.0987 0.7698
O 2.1109 4.3255 0.7009
O 0.9763 -0.0373 1.2220
C 0.4014 -0.9716 0.5037
O -0.3531 -1.8897 1.0545
C 0.7841 -0.7010 -0.9670
O 1.5555 0.3821 -0.9109
O 0.2571 -1.2317 -1.9354
Br 3.9026 -1.6469 4.9422
C 4.8515 -0.3330 3.7671
C 5.3274 -1.0541 2.5501
Br 6.4599 0.0002 1.2477
H 5.5644 0.1836 4.4097
H 4.0610 0.3910 3.5695
H 4.4639 -1.4411 2.0091
H 5.9271 -1.9403 2.7572
C -1.0633 1.4676 -2.5527
O -1.8075 1.9751 -1.4462
P -3.1447 2.7973 -1.6912
O -2.9804 4.0417 -2.4258
O -4.1284 1.6782 -2.3240
C -5.4807 2.0347 -2.5353
O -3.7682 3.0517 -0.1516
C -3.0247 3.5733 0.9412
H 0.0099 1.4597 -2.3622
H -1.2636 2.0095 -3.4770
H -1.3447 0.4583 -2.8531
H -5.4622 2.9129 -3.1807
H -6.0240 2.2150 -1.6077
H -6.0758 1.3187 -3.1022
H -2.8769 2.8844 1.7728
H -3.3918 4.4869 1.4088
H -2.0196 3.7394 0.5536
C -5.2221 1.2988 7.0794
O -4.1245 0.9022 6.3152
P -4.0942 1.0160 4.7671
O -5.3155 1.1326 4.0183
O -3.0814 2.2630 4.4947
C -3.4726 3.5702 4.8723
O -3.2273 -0.3351 4.3112
C -2.6820 -0.3499 3.0458
H -6.1442 1.1818 6.5100
H -5.1171 2.3250 7.4317
H -5.1799 0.5964 7.9118
H -3.2792 3.7419 5.9312
H -4.5126 3.7363 4.5914
H -2.9418 4.2912 4.2507
H -2.7478 -1.3974 2.7516
H -1.6195 -0.1144 2.9839
H -3.2087 0.3188 2.3649
C 0.5621 -7.6943 3.2056
O 0.1441 -6.4112 3.5399
P 1.2051 -5.3679 4.0492
O 2.4028 -5.2322 3.1476
O 0.3805 -4.0027 4.3673
C 0.7767 -2.7200 3.9602
O 1.5067 -5.9076 5.5792
C 2.6514 -5.5161 6.2626
H 0.9470 -7.7421 2.1870
H -0.1828 -8.4883 3.2589
H 1.3411 -8.0562 3.8767
H 1.2775 -2.1938 4.7729
H -0.1329 -2.1918 3.6744
H 1.3450 -2.6566 3.0322
H 2.4704 -4.4586 6.4551
H 3.6013 -5.6436 5.7435
H 2.6875 -6.0278 7.2244
C 6.1148 1.2089 -6.2736
O 5.6318 0.2525 -5.2335
P 5.8902 0.6279 -3.6615
O 7.2964 0.7173 -3.0600
O 4.8959 1.8807 -3.3113
C 4.8329 2.4161 -1.9974
O 4.9660 -0.4767 -2.8981
C 3.5992 -0.5999 -3.3059
H 7.1983 1.3205 -6.3135
H 5.6574 2.1724 -6.0488
H 5.6553 1.0277 -7.2453
H 5.4658 2.0351 -1.1960
H 3.8326 2.3686 -1.5671
H 4.9248 3.4994 -2.0758
H 3.1916 -1.5930 -3.1170
H 3.4637 -0.4020 -4.3692
H 3.0422 0.0763 -2.6574
C -2.9538 -4.7513 0.3750
O -2.7468 -4.7443 -1.0840
P -3.9415 -4.4814 -2.1526
O -3.5845 -4.2791 -3.5669
O -4.9204 -5.7766 -1.9858
C -5.1908 -6.6228 -3.0487
O -4.7695 -3.1841 -1.4670
C -4.0269 -2.0403 -1.5475
H -2.2434 -4.1030 0.8881
H -2.9182 -5.7882 0.7091
H -3.8511 -4.2580 0.7486
H -5.9604 -6.3491 -3.7705
H -5.4362 -7.5249 -2.4884
H -4.2727 -6.8314 -3.5980
H -4.0602 -1.7198 -2.5887
H -3.0291 -2.3616 -1.2487
H -4.3569 -1.3994 -0.7299
C 2.4651 5.8270 -5.0075
O 1.9137 5.0497 -3.9367
P 0.4182 4.3885 -4.1427
O -0.5818 5.1878 -4.9259
O 0.0662 4.0953 -2.5642
C -0.3067 5.2569 -1.8557
O 0.7328 2.9555 -4.6798
C 1.2804 2.5328 -5.9351
H 1.7224 6.0925 -5.7598
H 3.2263 5.4140 -5.6694
H 2.9191 6.7551 -4.6603
H 0.1014 6.0933 -2.4231
H 0.2225 5.3476 -0.9071
H -1.3293 5.4191 -1.5149
H 1.7358 3.1557 -6.7050
H 0.5464 1.8984 -6.4321
H 1.9476 1.7627 -5.5479
*
```

Calculated values
HOMO level (alpha / beta) in Eh: 0.06587 / -0.12465
Expectation value of S²: 0.758
HOMO-LUMO gap (alpha / beta) in eV: 1.70 / 6.88
Energy in eV: -287858.1177

Atomic partial charges in e from the Mulliken method, atoms 1 to 6:
1 O -0.781
2 C 0.049
3 O -0.196
4 B 1.048
5 O -0.244
6 C 0.241

---

- energy of number 1 (C24H57F3O15P3S)?
  -103370.0033 eV

---

- What is the formula in the second record?
  C24H58BBr2O32P6

---

- What is the energy in the second record?
  -287858.1177 eV

---

- Among the records above, which one has the lowest energy?
  C24H58BBr2O32P6